Entry 1:
Computed, not measured: a structure of composition C34H36AsBrN4O2OsS, with ωB97M-V with the def2-TZVPD basis set.

Element x y z (Å)
Os -0.9213 0.0267 -0.4913
Br -2.9292 -2.8211 0.8324
C -3.6930 -1.6585 -0.4268
C -4.9985 -1.9138 -0.8292
C -5.6157 -1.0344 -1.6973
C -4.9086 0.0822 -2.1252
C -3.6124 0.2482 -1.6852
N -2.9898 -0.6138 -0.8515
C -2.7990 1.4282 -2.1617
O -3.2788 2.3212 -2.8047
O -1.5304 1.3556 -1.8374
H -5.5082 -2.7845 -0.4470
H -6.6300 -1.2116 -2.0251
H -5.3244 0.8269 -2.7881
C -2.8763 -3.7255 -3.5199
C -1.7149 -3.0343 -2.8764
C -0.9183 -3.7086 -1.9352
C 0.1514 -3.1117 -1.3147
C 1.0183 -3.9301 -0.4023
C 0.4488 -1.7528 -1.6133
As 2.0572 -0.7929 -0.9286
N 0.8244 0.7072 -0.6056
C 1.2871 2.0075 -0.7398
C 2.6478 2.2593 -0.9890
C 3.1125 3.5482 -1.1293
C 2.2295 4.6179 -1.0419
C 0.8820 4.3895 -0.8112
C 0.4072 3.1013 -0.6559
C 2.2930 -1.1221 0.9857
C 1.2774 -1.2963 1.9370
C -0.1872 -1.4551 1.6158
C 1.6008 -1.3562 3.2895
C 2.9171 -1.2722 3.7293
C 3.2560 -1.3842 5.1820
C 3.9124 -1.1251 2.7716
C 3.6338 -1.0517 1.4119
C 4.7963 -0.9150 0.4641
C -0.2211 -1.1111 -2.6924
C 0.3757 0.0252 -3.4839
C -1.3321 -1.7692 -3.2596
H -3.3575 -4.4154 -2.8277
H -2.5432 -4.3069 -4.3799
H -3.6160 -3.0081 -3.8730
H -1.1413 -4.7431 -1.7072
H 1.1669 -4.9185 -0.8333
H 0.5669 -4.0763 0.5801
H 2.0071 -3.4890 -0.2516
H 3.3445 1.4348 -1.0924
H 4.1599 3.7250 -1.3249
H 2.5925 5.6266 -1.1699
H 0.1933 5.2212 -0.7760
H -0.6468 2.9286 -0.5170
H -0.5169 -2.4698 1.8447
H -0.4151 -1.4349 0.5152
H -0.8315 -0.7854 2.1863
H 0.8075 -1.4919 4.0147
H 2.4140 -1.1055 5.8122
H 4.1091 -0.7593 5.4383
H 3.5230 -2.4140 5.4233
H 4.9440 -1.0747 3.0924
H 5.7297 -1.0366 1.0065
H 4.8263 0.0678 -0.0103
H 4.7752 -1.6648 -0.3304
H 1.4421 0.1492 -3.2827
H -0.1311 0.9784 -3.3140
H 0.2831 -0.2189 -4.5413
H -1.8528 -1.2732 -4.0708
C -2.2268 4.3649 2.0684
N -1.0121 3.5891 2.2834
C 0.1181 4.0630 2.9153
C 1.0282 3.0644 2.9214
N 0.4329 1.9886 2.3071
C -0.8098 2.3173 1.9149
S -2.0045 1.3369 1.1241
H -1.9453 5.3954 1.8685
H -2.8589 4.3179 2.9535
H -2.7617 3.9537 1.2151
H 0.1707 5.0636 3.2972
H 2.0294 3.0240 3.3055
H 0.8680 1.0824 2.1649

Results
charge: +2
gap between HOMO and LUMO (spin up / spin down): 5.9 / 6.1 eV
HOMO energy (spin up / spin down): -13.720 / -13.674 eV

---

Entry 2:
Computed, not measured: a structure of composition C5H3I, with ωB97M-V with the def2-TZVPD basis set.

Element x y z (Å)
C -0.1637 0.0916 -0.2524
C 1.0993 0.8335 -0.8947
C -0.6798 -1.1499 0.3726
C -1.4616 -0.5451 -0.4862
C 0.4573 1.1929 0.2922
I 3.0808 0.4441 -0.4649
H -0.7561 -1.7935 1.2264
H -2.3276 -0.5571 -1.0493
H 0.7515 1.4835 1.2563

Results
charge: 0
gap between HOMO and LUMO (spin up / spin down): 7.2 / 6.7 eV
ΔE to the lowest compared entry with this formula, charge and spin: 42.83 kcal per mole
HOMO energy (spin up / spin down): -6.460 / -8.948 eV
multiplicity: 3

---

Entry 3:
Computed, not measured: a cluster of 17 separate species, C46H126O22 in total, with ωB97M-V with the def2-TZVPD basis set.

Element x y z (Å)
C -0.1635 -5.6263 2.6474
C -1.3625 -4.8824 2.1244
C -1.6831 -3.6132 2.7792
O -1.2251 -4.6101 0.6884
H 0.0614 -6.4638 1.9633
H -0.1861 -5.9636 3.7042
H 0.6571 -4.9003 2.5237
H -2.2323 -5.5556 2.1222
H -0.8190 -2.9570 2.5942
H -1.7764 -3.7198 3.8760
H -2.5761 -3.1355 2.3909
H -0.9754 -5.4335 0.2851
C 4.5166 -2.2364 0.8868
C 3.2519 -1.3705 1.0824
C 2.7734 -1.4901 2.5060
O 3.5085 0.0336 0.8622
H 5.2829 -1.8960 1.5973
H 4.8510 -2.0616 -0.1383
H 4.3585 -3.3015 1.0658
H 2.4515 -1.7210 0.4129
H 2.0441 -0.6738 2.6776
H 3.6058 -1.3332 3.2135
H 2.3396 -2.4706 2.6909
H 3.6091 0.1165 -0.0997
C 1.0000 -2.0043 5.4727
C 1.0827 -1.3608 6.8563
C 1.5423 -2.4187 7.7919
O 2.0924 -0.3300 6.8824
H 0.5711 -2.9919 5.5835
H 2.0247 -2.1134 5.1142
H 0.3857 -1.3579 4.8571
H 0.0658 -0.9984 7.1025
H 0.9857 -3.3462 7.7663
H 1.5187 -2.0396 8.8501
H 2.6164 -2.6018 7.5619
H 1.8871 0.2216 6.1351
C -6.9880 -0.4671 -1.4942
C -5.8111 0.3152 -1.9090
C -5.1986 -0.1332 -3.2232
O -6.2342 1.7244 -2.0327
H -7.7141 -0.3548 -2.3029
H -7.4021 -0.0652 -0.5531
H -6.7317 -1.5268 -1.4584
H -5.0817 0.2769 -1.0763
H -5.9414 0.1152 -3.9756
H -5.0517 -1.2066 -3.3602
H -4.2834 0.4334 -3.4171
H -5.4070 2.1919 -2.2722
C -3.5974 3.9075 1.0863
C -3.0696 2.4884 1.3774
C -4.2910 1.5722 1.4715
O -2.1877 2.1015 0.2586
H -4.0602 3.9909 0.1325
H -2.7100 4.6081 1.0466
H -4.2257 4.2918 1.8948
H -2.4356 2.4821 2.2803
H -3.9095 0.5448 1.6469
H -4.8567 1.6494 0.5304
H -4.9817 1.8341 2.2744
H -1.8216 1.1880 0.4019
C -3.4751 -3.7779 -1.9569
C -3.7444 -2.6668 -0.9930
C -4.6174 -3.1138 0.1535
O -2.4250 -2.2284 -0.4914
H -4.4295 -4.1122 -2.4005
H -2.9346 -4.6311 -1.4898
H -2.8420 -3.3900 -2.7442
H -4.2061 -1.7917 -1.4533
H -4.6588 -2.3021 0.9000
H -4.1863 -3.9320 0.7398
H -5.5938 -3.4644 -0.1994
H -1.9136 -3.0486 -0.3014
C -2.4889 -0.2838 6.0512
C -3.9057 0.1213 5.5488
C -4.4790 -0.9704 4.6341
O -4.7250 0.3125 6.6881
H -2.0571 0.6126 6.5263
H -1.8879 -0.5897 5.2169
H -2.6647 -1.0754 6.7465
H -3.8617 1.0690 5.0083
H -4.4426 -1.9746 5.2046
H -3.9167 -1.1961 3.7095
H -5.4790 -0.7464 4.3487
H -4.1814 0.4876 7.4657
C 1.3241 5.5248 -0.1919
C 2.4449 4.5920 0.2016
C 2.1318 3.2006 -0.3500
O 3.7713 4.9978 -0.4258
H 1.2992 5.5688 -1.2968
H 1.5135 6.5792 0.1327
H 0.4056 5.1372 0.2239
H 2.5770 4.5841 1.3028
H 1.1717 2.8032 0.1041
H 2.9421 2.5506 -0.1127
H 1.9569 3.2762 -1.4320
H 3.8115 5.9510 -0.3287
C 5.5458 1.4669 -3.4041
C 5.3734 1.0485 -1.9581
C 5.6700 2.1705 -1.0364
O 4.0630 0.5859 -1.7429
H 6.6293 1.7145 -3.5665
H 4.9629 2.3637 -3.6278
H 5.1732 0.7049 -4.1039
H 6.0777 0.2342 -1.7199
H 6.7193 2.4210 -1.0410
H 5.2836 1.9417 -0.0227
H 5.1522 3.1020 -1.2996
H 3.9437 -0.2575 -2.1993
C -2.3658 4.7861 -2.2675
C -2.8662 3.5086 -2.9393
C -1.7151 2.8133 -3.5784
O -3.5476 2.6462 -2.0467
H -1.5274 4.6006 -1.6007
H -3.1522 5.1564 -1.6007
H -2.1733 5.5697 -2.9667
H -3.5763 3.7910 -3.7072
H -1.0266 2.5089 -2.8257
H -1.2099 3.4721 -4.3359
H -1.9958 1.8904 -4.1022
H -3.0002 2.5105 -1.2589
C 1.4673 2.4123 -6.0799
C 1.8674 1.1048 -5.4094
C 0.9648 0.8931 -4.2081
O 1.8597 0.0107 -6.2696
H 0.3937 2.3629 -6.2696
H 1.9284 2.5013 -7.1182
H 1.7996 3.2695 -5.5372
H 2.8967 1.2089 -4.9785
H -0.0734 0.7689 -4.5427
H 1.0953 1.6081 -3.4253
H 1.2213 -0.0440 -3.6956
H 0.9849 -0.1984 -6.6330
C 3.9131 4.3001 3.9591
C 4.3582 3.1908 2.9942
C 5.3344 2.2055 3.5743
O 3.1627 2.3517 2.6584
H 4.7523 4.9664 4.0662
H 3.6867 3.9312 4.9326
H 3.0601 4.8973 3.6145
H 4.7034 3.6137 2.0225
H 4.8353 1.7234 4.4233
H 6.1859 2.7176 3.9973
H 5.6047 1.5348 2.8134
H 3.5041 1.6211 2.0559
C -0.3418 2.9269 5.3642
C 0.0150 1.8010 4.4342
O 1.3690 1.3448 4.5605
O 0.4754 4.0456 5.2258
H -0.3823 2.5373 6.4120
H -1.3335 3.2497 5.0608
H -0.1584 2.1983 3.4544
H -0.5901 0.9505 4.6665
H 1.9249 1.8495 3.9297
H 1.3780 3.7548 5.3825
C -2.1580 -1.7978 -5.3311
C -1.1656 -2.0722 -6.4108
O -0.9139 -0.9072 -7.1346
O -3.1829 -1.0996 -5.9205
H -1.6697 -1.2195 -4.5312
H -2.5787 -2.7066 -4.8880
H -1.4407 -2.8593 -7.0934
H -0.2170 -2.2484 -5.8997
H -1.7025 -0.5053 -7.4933
H -3.4818 -0.3816 -5.3671
C 0.5010 -4.7801 -3.1677
C 0.9330 -4.2504 -1.8063
O 1.2821 -2.9023 -1.8371
O 1.5075 -4.9056 -4.0722
H -0.3594 -4.1931 -3.6139
H 0.0660 -5.7705 -2.9296
H 1.7876 -4.7614 -1.4299
H 0.1108 -4.4088 -1.1065
H 0.4969 -2.3087 -1.8308
H 1.7030 -4.0520 -4.4360
C 4.3815 -2.7825 -3.7222
C 3.8174 -2.4519 -5.1143
O 2.4186 -2.5187 -5.1527
O 3.7716 -1.9711 -2.7370
H 5.4689 -2.6476 -3.6788
H 4.1032 -3.8040 -3.5190
H 4.3293 -3.0842 -5.8606
H 4.1529 -1.4191 -5.2281
H 1.9939 -1.8185 -5.6509
H 2.8725 -2.3049 -2.5218
C -0.0394 -0.2425 0.4104
C 0.0163 0.1709 -1.0016
O -0.5509 -0.8152 -1.8943
O -1.3612 -0.2660 0.9083
H 0.5871 0.4555 0.9148
H 0.3923 -1.2264 0.5610
H 1.0662 0.2029 -1.2905
H -0.4459 1.1663 -1.1469
H -1.2770 -1.2926 -1.4630
H -1.8422 -1.0086 0.5070

Results
charge: 0
gap between HOMO and LUMO: 10.0 eV
HOMO energy: -9.789 eV

---

Entry 4:
Computed, not measured: an isolated molecule of C4H6N2, with ωB97M-V with the def2-TZVPD basis set.

Element x y z (Å)
C -0.8143 -1.7777 -1.5707
C -0.2881 -1.2188 -0.4742
C -0.0362 0.1277 -0.1742
C 0.4408 0.9907 0.6810
N 0.9014 1.3205 1.9016
N 0.0318 1.5994 -0.5599
H -1.1419 -1.1938 -2.4091
H -0.9285 -2.8449 -1.6424
H 0.0228 -1.8634 0.3430
H 1.3301 0.5675 2.4139
H 1.3574 2.2165 1.9898
H -0.8753 2.0765 -0.4986

Results
charge: 0
gap between HOMO and LUMO: 7.7 eV
SMILES string: C=CC1=C(N)N1
ΔE to the lowest compared entry with this formula, charge and spin: 89.96 kcal per mole
HOMO energy: -6.941 eV

---

Entry 5:
Computed, not measured: a cluster of 2 separate species, C4H12 in total, with ωB97M-V with the def2-TZVPD basis set.

Element x y z (Å)
C 1.1682 1.6634 -1.5504
C 1.2105 0.0980 -1.8914
H 1.6824 2.3081 -2.1920
H 0.1538 1.9751 -1.4496
H 1.6025 2.0971 -0.6549
H 1.6683 -0.3861 -0.9421
H 1.9693 -0.0024 -2.7040
H 0.3291 -0.4539 -2.0520
C -1.6197 -0.5174 2.2183
C -0.8615 -1.3359 1.0358
H -1.8327 0.5499 2.0543
H -2.4902 -0.9241 2.7688
H -0.8479 -0.4647 3.1031
H 0.1076 -0.8351 0.8567
H -1.4770 -1.3969 0.0185
H -0.7626 -2.3752 1.3807

Results
charge: 0
gap between HOMO and LUMO: 12.4 eV
SMILES string: CC.CC
ΔE to the lowest compared entry with this formula, charge and spin: 30.59 kcal per mole
HOMO energy: -11.292 eV

---

Entry 6:
Computed, not measured: the ion C3H10N2O6P3 with charge -1, with ωB97M-V with the def2-TZVPD basis set.

Element x y z (Å)
C -2.0464 0.0163 -1.9951
P -0.1304 0.2784 -1.7590
O 0.3282 1.8203 -2.4644
N 0.0878 0.2566 0.0068
C 1.1804 -0.6758 0.4693
P 0.2734 -2.1268 1.3546
N -0.7364 -1.3844 2.4198
C 2.1673 -1.2508 -0.7026
O 3.2882 -0.6212 -1.1399
O 1.9021 -2.5753 -1.3295
P 0.2006 1.8846 0.7231
O 1.4475 2.7308 0.2461
O -1.2796 2.7928 0.3695
O 0.2398 1.6391 2.4817
H -2.5584 0.9453 -1.4513
H -2.3557 -0.0948 -3.1144
H -2.3019 -0.9231 -1.3295
H 1.1549 1.7132 -3.0529
H 1.8888 -0.1899 1.2975
H 1.2077 -3.0353 2.0178
H -0.5352 -2.8040 0.3520
H -0.5115 -1.7578 3.3654
H -2.0711 2.2170 0.5908
H -0.6987 1.2972 2.6780

Results
charge: -1
gap between HOMO and LUMO: 7.4 eV
SMILES string: CP(O)N([C@@H]([PH2]=N)C(=O)[O-])P(=O)(O)O
HOMO energy: -4.624 eV

---

Electronic energy? In order: -6984.88587; -489.68527; -3483.44233; -265.39221; -159.53622; -1705.32095 hartree.
Molar mass? In order: 909.811; 189.983; 1031.492; 82.106; 60.140; 263.043 g/mol.